DFT (the ωB97M-V functional and the def2-TZVPD basis) results for a molecular structure, C37H45BN12O2S4Ta in a non-equilibrium geometry.

As for the HOMO-LUMO gap: 7.3 eV. The energy above the lowest of the compared OMol25 structures with the same formula, charge and spin is 6.2 kcal per mole. The LUMO energy comes out at -2.8 eV.

Geometry as ORCA input:
```
! RIJCOSX wB97M-V def2-TZVPD def2/J DEFGRID3
* xyz 1 1
Ta -0.6989 0.3803 0.1962
S -2.4752 0.3531 2.4507
S 2.4894 -0.0517 -0.8218
S -2.8262 1.6057 -0.8658
S -0.8224 -1.2434 -1.8109
O 1.5486 -3.1908 0.7094
O 2.5271 -1.4740 2.5698
N -2.3372 0.0126 -3.6974
N 0.4831 1.3448 2.1691
N -1.8203 -2.1767 0.7498
N 5.1387 -0.3440 -1.3977
N -2.5519 -1.9215 3.7373
N -0.1961 0.0886 -4.1332
N -0.0541 1.9021 -0.4811
N -5.1435 0.3779 -0.1056
N -4.2629 -0.5004 -1.9037
N 0.5634 -1.1963 1.3695
N -0.6894 -0.6057 4.1989
N 4.1889 -1.8450 0.0127
C 1.2551 3.1881 3.4516
C -0.8398 0.7633 -5.1419
C -1.8269 -0.7798 3.5293
C 4.5706 1.6570 -2.7982
C -1.1261 -0.3386 -3.2526
C -3.3158 -3.9377 0.1490
C -2.2485 -4.8134 -0.0037
C -5.9360 -0.6864 -0.4638
C 4.0192 -0.7600 -0.7480
C -2.9826 -4.1529 4.5981
C -2.1628 0.7165 -4.8631
C 5.0041 2.6131 -3.7062
C -3.0485 -2.6335 0.5316
C 1.2110 -0.2555 -4.1392
C 1.6338 -0.7803 2.1133
C 2.5634 1.1992 3.3122
C -0.9681 -4.3536 0.2508
C -0.9518 -2.7636 5.1957
C 6.7706 0.7094 -2.7678
C 0.3239 2.5800 2.6301
C 0.5744 -2.4894 0.8965
C 5.4482 0.6878 -2.3204
C 1.7277 3.5881 -0.4321
C 7.1973 1.6701 -3.6665
C -4.1107 0.4551 -0.9839
C 0.3564 3.1729 -0.9972
C 6.3161 2.6246 -4.1491
C -5.3783 -1.2304 -1.5710
C -2.1305 -2.9327 4.5321
C -0.6856 4.2377 -0.6137
C 2.4111 2.4924 3.7791
C 0.4310 3.0644 -2.5294
C 1.0215 -1.3022 5.7452
C 1.5627 0.6591 2.5175
C -5.4347 1.3390 0.9431
C -0.2536 -1.5500 5.0207
C -0.8013 -3.0237 0.6126
B -3.7141 -0.6549 -3.3732
H -0.7918 4.2920 0.4696
H -4.3342 -4.2506 -0.0358
H 7.4737 -0.0340 -2.4075
H -0.3645 5.2137 -0.9786
H -1.6551 3.9918 -1.0465
H -0.5322 2.7384 -2.9262
H -3.6090 -1.8352 -3.5707
H 1.8376 -1.7389 5.1610
H -0.5632 -3.5362 5.8419
H -2.5760 -4.8700 5.3052
H 4.3001 3.3551 -4.0624
H 3.1709 2.9507 4.3980
H -2.9934 1.1129 -5.4183
H 5.9461 -0.9213 -1.2152
H 1.0169 -1.7667 6.7299
H 6.6481 3.3713 -4.8580
H -0.3043 1.2032 -5.9645
H -5.2153 2.3393 0.5776
H 0.6939 4.0291 -2.9645
H -3.4205 -2.0005 3.2274
H 3.4244 0.5912 3.5488
H 8.2288 1.6761 -3.9931
H -3.0308 -4.6230 3.6131
H 2.4074 2.7401 -0.4481
H -4.8253 1.1547 1.8239
H -6.8195 -0.9600 0.0857
H -4.5182 -0.1091 -4.0780
H 1.7973 0.5819 -4.5120
H -6.4882 1.2647 1.2002
H 1.6263 3.9296 0.5992
H 1.1901 2.3268 -2.7952
H -5.6999 -2.0653 -2.1683
H -0.0884 -4.9751 0.1609
H 2.1471 4.3956 -1.0330
H 1.0785 4.1884 3.8211
H 5.0927 -2.2624 0.1650
H 3.5574 1.6687 -2.4464
H -0.5869 3.0843 2.3333
H 1.2067 -0.2340 5.8266
H -4.0004 -3.8984 4.8986
H 1.3778 -1.1184 -4.7856
H -2.4158 -5.8320 -0.3279
H -3.8495 -1.9112 0.6630
H 3.3876 -2.2538 0.4836
H 1.5301 -0.4984 -3.1314
*
```